Entry 1:
This record from the Open Molecules 2025 dataset describes a 2-piece molecular cluster, C6H14O overall at a distorted geometry. The level of theory is ωB97M-V with the def2-TZVPD basis set.

Atoms and positions in Å:
O  -0.132085  2.176622  1.321553
C  -0.065079  -0.201150  -0.253992
C  1.813416  -0.290943  -1.808818
C  -0.157868  -0.779182  1.006208
C  -1.151063  -0.370343  -1.254534
C  1.136035  0.555888  -0.742789
C  -1.282286  -1.565584  1.558623
H  0.877516  1.560151  -1.089486
H  -1.406509  -1.215031  2.597811
H  0.586231  -0.393870  1.701254
H  -1.891045  -1.095242  -0.918209
H  1.770038  0.700723  0.145983
H  -2.218636  -1.385752  1.074864
H  -1.086803  2.314666  1.257633
H  -1.135047  -2.657881  1.615952
H  2.856379  0.048541  -1.816912
H  -0.794582  -0.730896  -2.231538
H  1.806329  -1.371484  -1.650557
H  0.209225  2.181269  2.224215
H  1.473667  -0.190478  -2.843162
H  -1.676021  0.521010  -1.570171

Cartesian forces, eV/Å:
0.2012 -0.4955 -0.6355
-0.4573 1.0949 -2.6873
1.3038 -0.0950 -0.8825
-0.1345 0.2284 1.1286
-0.3287 -1.2505 -0.0393
-0.5455 -0.5484 1.6560
0.4284 0.3598 0.9799
-0.1988 -0.2420 -0.1324
0.1001 -0.3653 -0.2004
0.1493 -0.5737 -0.0184
-0.0752 0.1388 -0.0963
0.1550 -0.0221 -0.5429
-0.4692 0.0042 -0.6127
0.3236 0.2310 0.7534
0.2743 0.3188 -0.1185
-0.1062 -0.3466 -0.1048
0.4114 -0.0270 0.3537
0.0527 0.1052 0.4976
-0.7005 0.3188 0.0081
-0.3994 0.4560 0.2932
0.0154 0.7102 0.4006

⟨S²⟩: 0.7523
HOMO-LUMO gap (spin up / spin down) (eV): 11.0 / 8.2
2S+1: 2
Energy above the lowest of the compared OMol25 structures with the same formula, charge and spin (kcal per mole): 0.0
Net charge: +1



Entry 2:
This record from the Open Molecules 2025 dataset describes a 3-piece molecular cluster, C6H14O2 overall at a distorted geometry. The level of theory is ωB97M-V with the def2-TZVPD basis set.

Atoms and positions in Å:
O  1.313006  -1.332692  -2.926663
O  2.039249  1.522634  -3.536964
C  0.720807  1.086438  1.982375
C  -0.826359  -0.703259  1.380348
C  -0.269275  0.634244  1.226707
C  0.026343  -1.915694  1.298545
C  -2.185522  -0.815695  1.588271
C  -0.957670  1.537162  0.196722
H  2.475979  0.899067  -3.035278
H  1.049247  -0.847680  -3.839159
H  -0.699794  -2.752251  1.091000
H  -2.848633  -0.056422  1.320789
H  1.906486  2.290526  -2.871367
H  1.157756  2.145423  1.837888
H  -2.578567  -1.785242  1.717118
H  0.621623  -2.079425  -3.024420
H  -0.346179  2.209075  -0.446762
H  1.156316  0.725097  2.903097
H  0.427058  -2.012488  2.345948
H  0.883031  -1.808859  0.621756
H  -1.415915  0.855876  -0.495005
H  -1.648986  2.204167  0.665054

Cartesian forces, eV/Å:
-2.9625 -0.2776 -3.8275
-1.7812 4.2456 0.0898
1.2712 2.8664 0.2631
-3.4055 0.0813 0.1826
0.6889 1.3125 -0.4157
-0.3521 -0.5242 1.7627
3.6010 -0.5197 -1.1156
1.2243 -0.3122 -0.6776
1.5018 -2.3658 1.7216
1.2161 -1.1514 3.1733
1.4008 0.4689 0.0607
-0.9115 1.4111 0.3591
0.2571 -1.9246 -1.8243
-1.0344 -1.5863 -0.1730
-0.5828 -0.9914 0.1478
1.7553 1.4707 0.6998
0.2946 -0.5922 0.7884
-0.1478 -1.0816 -0.2207
0.0349 -0.4754 -0.9554
-0.4820 -0.2047 -0.0100
-0.7783 0.0355 -0.3922
-0.8080 0.1152 0.3630

SMILES string: C=C(C)C(=C)C.O.O
HOMO-LUMO gap (eV): 9.3
2S+1: 1
Energy above the lowest of the compared OMol25 structures with the same formula, charge and spin (kcal per mole): 71.2
Net charge: 0



Entry 3:
This record from the Open Molecules 2025 dataset describes C6H14O2 as an isolated structure at a distorted geometry. The level of theory is ωB97M-V with the def2-TZVPD basis set.

Atoms and positions in Å:
O  2.388072  0.277955  -2.095200
O  1.827399  -1.589325  -1.041847
C  -1.558962  -0.265979  0.215102
C  -0.810697  1.143883  1.210094
C  -1.298566  -0.021984  -1.234100
C  -1.036862  -1.560700  0.760961
C  1.948873  0.386525  0.279696
C  2.080635  -0.411392  -0.954257
H  -1.394177  -0.938489  -1.820411
H  2.594187  -0.017601  1.056495
H  0.020411  -1.678881  0.520822
H  2.582747  1.203186  -1.900770
H  -1.944986  0.751954  -1.642681
H  2.189487  1.444833  0.184096
H  -1.521176  1.909391  0.896907
H  -1.559667  -2.392378  0.278357
H  0.015215  1.839068  1.362433
H  -0.258403  0.295898  -1.363101
H  -2.595576  -0.082544  0.495778
H  0.693112  0.515677  0.767232
H  -1.168973  0.826358  2.187772
H  -1.192093  -1.635457  1.836624

Cartesian forces, eV/Å:
0.1172 -0.1473 0.1013
0.4795 0.6104 0.1016
1.8825 2.2568 1.6231
-3.7938 -0.6267 -0.2392
0.5646 0.0659 -0.4406
0.0870 -0.2286 -0.1614
-2.5762 0.8466 1.9394
-0.8475 -0.4927 -0.7309
-0.1999 0.0139 -0.0117
-0.1922 -0.1899 0.1317
-0.0252 -0.0567 0.1088
-0.0392 -0.1413 0.1045
-0.0238 0.0038 -0.0572
0.2514 0.0558 -0.3036
-0.5298 0.0075 -0.0616
-0.0333 0.0037 0.0504
0.7555 -0.8310 -0.4222
-0.2585 -0.0327 -0.1469
0.0924 0.0083 0.0562
4.0160 -1.2338 -1.9039
0.2354 0.1330 0.2526
0.0378 -0.0251 0.0097

HOMO-LUMO gap (eV): 10.5
2S+1: 1
Energy above the lowest of the compared OMol25 structures with the same formula, charge and spin (kcal per mole): 73.3
Net charge: 0



Entry 4:
This record from the Open Molecules 2025 dataset describes a 2-piece molecular cluster, C6H14O2 overall at a distorted geometry. The level of theory is ωB97M-V with the def2-TZVPD basis set.

Atoms and positions in Å:
O  1.889296  1.416855  -1.500172
O  -2.074127  -2.298331  -0.178680
C  -0.328540  0.215296  0.477270
C  1.101960  0.040198  0.745183
C  1.825549  -0.769516  -0.357103
C  -1.172844  0.822743  1.425343
C  1.926230  -0.013218  -1.679213
C  -2.611411  1.006371  1.238243
H  1.155885  -0.520559  1.684418
H  2.852040  -0.232613  -2.194678
H  1.295374  -1.721197  -0.467896
H  -0.724810  1.465725  2.183436
H  1.150240  -0.257934  -2.386850
H  -2.886700  -2.787313  0.016033
H  -0.693806  -0.329816  -0.405037
H  -1.949653  -1.797771  0.650242
H  2.814050  -1.009914  0.013197
H  -3.213882  0.834930  2.134894
H  1.624602  1.005534  0.856997
H  -3.000305  0.456983  0.388870
H  1.021665  1.711761  -1.789077
H  -2.816917  2.058131  0.989523

Cartesian forces, eV/Å:
-0.1383 -0.3854 0.2924
-0.1310 0.5722 0.8969
0.7678 -0.8170 0.4510
0.3064 -0.2753 -1.3130
-0.3903 0.0602 0.6225
-0.5597 1.5730 -0.8191
0.0209 0.8241 -0.3579
-0.2665 -0.3671 -0.4227
0.1538 0.1740 0.4349
0.2799 -0.1760 0.1017
0.1353 0.0389 -0.2239
0.2446 -0.5915 0.2384
-0.4675 -0.4533 -0.0879
0.1296 -0.1284 -0.3220
-0.4555 0.5093 0.2719
-0.0626 -0.5371 -0.4629
0.2139 -0.0079 0.0792
0.1533 -0.0446 0.0974
-0.2932 -0.0772 0.4219
-0.0921 -0.3753 0.0158
0.1523 0.2519 -0.1414
0.2988 0.2325 0.2270

⟨S²⟩: 0.7523
HOMO-LUMO gap (spin up / spin down) (eV): 9.3 / 5.8
2S+1: 2
Energy above the lowest of the compared OMol25 structures with the same formula, charge and spin (kcal per mole): 24.8
Net charge: +1



Entry 5:
This record from the Open Molecules 2025 dataset describes C6H14O3 as an isolated structure at a distorted geometry. The level of theory is ωB97M-V with the def2-TZVPD basis set.

Atoms and positions in Å:
O  -0.942619  -1.511207  0.842732
O  1.748662  2.073533  -0.535080
O  -2.309889  -0.247048  -0.509001
C  -0.160187  1.002152  -0.159217
C  -0.643052  -1.694711  -1.482658
C  -0.580544  1.546929  1.176104
C  1.870235  -0.373370  0.646483
C  1.098594  0.378904  -0.398460
C  -1.016405  -0.773605  -0.341288
H  2.025985  2.366379  0.343253
H  1.501283  -1.394985  0.738450
H  -0.619077  -1.140179  -2.418115
H  -1.385887  -2.496618  -1.561482
H  -2.930994  -0.978985  -0.648131
H  -0.599691  1.503042  -1.013580
H  2.917672  -0.412271  0.351854
H  1.812307  0.107851  1.621186
H  -0.077416  1.064727  2.013004
H  -1.658182  1.418566  1.293337
H  0.319563  -2.169222  -1.307717
H  1.288369  0.085662  -1.424305
H  -1.294941  -0.969096  1.559554
H  -0.363787  2.613551  1.213078

Cartesian forces, eV/Å:
0.1190 -0.0662 0.0181
0.5970 -1.9106 -0.1514
-0.4662 -0.3480 -0.1371
-2.8823 -4.8896 -0.2839
0.2387 0.2965 0.1587
0.0409 -0.0990 -0.1895
0.1041 0.1572 -0.2300
2.6272 4.4919 0.1918
-0.6084 2.4546 0.5527
0.0708 -0.2959 -0.0293
-0.0577 0.0302 0.0134
0.0119 -0.0124 -0.0438
-0.0226 0.1297 0.0701
0.0342 0.0363 0.0359
0.1947 -0.0030 0.0344
0.0073 0.0044 -0.0352
-0.0722 -0.0412 -0.0044
0.0436 -0.0155 0.0140
0.0034 0.0744 -0.0034
0.0974 0.0085 -0.0400
-0.0845 -0.0617 0.0820
-0.0030 0.0350 -0.0805
0.0067 0.0243 0.0575

HOMO-LUMO gap (eV): 8.9
2S+1: 1
Energy above the lowest of the compared OMol25 structures with the same formula, charge and spin (kcal per mole): 79.0
Net charge: 0